# 1
C24H29AgN3S as an isolated structure in a non-equilibrium geometry, computed with ωB97M-V/def2-TZVPD.

```
58
Properties=species:S:1:pos:R:3:mulliken_spin:R:1
N 9.433 -0.865 0.755 0.000
C 9.195 -1.113 -0.681 0.000
C 7.718 -1.315 -0.953 0.001
C 6.947 0.001 -1.183 -0.001
C 6.531 0.635 0.161 0.000
C 5.038 0.781 0.405 -0.020
C 4.545 0.752 1.711 0.039
C 3.215 0.940 2.006 -0.020
C 2.308 1.166 1.001 0.015
C 2.786 1.169 -0.291 0.034
C 4.115 0.968 -0.596 0.033
S 1.708 1.461 -1.644 0.359
C 0.138 1.102 -0.937 0.152
C -0.891 0.824 -1.800 -0.012
C -2.153 0.599 -1.286 0.062
C -2.392 0.640 0.054 0.086
C -3.755 0.428 0.673 0.012
C -4.967 0.767 -0.213 0.005
C -6.107 -0.213 0.089 0.000
C -7.412 0.229 -0.532 0.000
N -8.501 -0.745 -0.278 0.000
C -8.454 -1.881 0.435 0.000
C -9.724 -2.540 0.422 0.000
C -10.550 -1.759 -0.316 0.000
C -9.789 -0.648 -0.736 0.000
C -1.330 0.879 0.887 -0.035
C -0.052 1.121 0.417 0.125
N 0.963 1.408 1.362 0.136
H 10.383 -0.527 0.861 0.000
H 9.430 -1.756 1.237 0.000
H 9.613 -0.309 -1.274 0.000
H 9.719 -2.018 -0.996 0.000
H 7.291 -1.798 -0.063 0.000
H 7.575 -1.995 -1.787 0.000
H 7.630 0.698 -1.652 0.000
H 6.114 -0.139 -1.858 0.000
H 6.933 1.647 0.188 0.001
H 7.046 0.134 0.982 0.000
H 5.264 0.624 2.544 -0.001
H 2.904 0.923 3.038 -0.003
H 4.409 0.984 -1.632 0.001
H -0.732 0.786 -2.862 -0.003
H -2.944 0.383 -1.984 -0.004
H -3.847 -0.596 1.027 0.010
H -3.810 1.086 1.534 0.005
H -4.736 0.741 -1.270 0.001
H -5.345 1.760 0.013 0.000
H -5.836 -1.205 -0.260 0.000
H -6.231 -0.219 1.171 0.001
H -7.341 0.306 -1.614 0.000
H -7.743 1.187 -0.147 0.000
H -7.609 -2.287 0.959 0.000
H -9.976 -3.465 0.900 0.000
H -11.582 -1.919 -0.557 0.000
H -10.093 0.199 -1.324 0.000
H -1.508 0.888 1.952 -0.002
H 0.835 2.301 1.819 0.010
Ag 5.624 -1.208 2.123 0.012
```

- Charge: +2
- Highest occupied orbital energy (alpha / beta): -10.4 / -10.4 eV
- 2S+1: 2
- Molar mass: 499.5 g mol⁻¹

# 2
A 14-piece molecular cluster, C45H74ClF18N13O19S6 overall in a non-equilibrium geometry, computed with ωB97M-V/def2-TZVPD.

```
176
Properties=species:S:1:pos:R:3:lowdin_charge:R:1
C -9.448 -3.070 -8.038 0.060
C -9.655 -4.462 -7.328 -0.309
O -8.924 -5.430 -7.482 0.153
N -10.817 -4.469 -6.283 0.088
H -10.588 -5.094 -5.523 0.177
H -10.595 -3.575 -5.868 0.167
C -12.192 -4.565 -6.900 0.036
H -10.369 -2.488 -8.012 0.085
H -9.045 -3.168 -9.046 0.108
H -8.769 -2.632 -7.306 0.111
H -13.037 -4.670 -6.220 0.110
H -12.158 -5.424 -7.570 0.109
H -12.314 -3.656 -7.489 0.104
C -1.674 9.529 -7.819 -0.056
C -0.513 10.218 -7.094 -0.161
N -0.873 11.345 -6.174 -0.043
C -1.366 12.556 -6.595 0.015
C -1.832 13.194 -5.438 0.014
N -1.642 12.371 -4.311 -0.088
C -0.945 11.271 -4.805 0.035
C -2.112 12.560 -2.945 0.013
H -1.398 8.732 -8.509 0.091
H -2.038 10.215 -8.583 0.080
H -2.352 9.187 -7.037 0.087
H 0.110 10.684 -7.858 0.127
H 0.147 9.457 -6.678 0.127
H -1.568 12.778 -7.632 0.147
H -2.429 14.091 -5.373 0.132
H -0.631 10.451 -4.177 0.162
H -1.326 12.860 -2.253 0.106
H -2.613 11.619 -2.719 0.108
H -2.895 13.318 -2.963 0.104
C -2.064 7.450 -17.034 -0.074
C -1.195 7.096 -15.825 -0.123
N -1.590 5.734 -15.342 -0.064
C -0.844 4.550 -15.308 0.027
C -1.614 3.482 -14.735 0.030
N -2.808 4.076 -14.345 -0.089
C -2.747 5.469 -14.727 0.016
C -3.823 3.344 -13.544 0.026
H -3.150 7.415 -16.948 0.074
H -1.914 6.696 -17.807 0.079
H -1.745 8.381 -17.502 0.083
H -1.387 7.777 -14.996 0.129
H -0.130 7.066 -16.052 0.136
H 0.175 4.573 -15.665 0.134
H -1.358 2.437 -14.632 0.140
H -3.545 6.136 -14.437 0.162
H -4.657 3.190 -14.229 0.103
H -3.987 4.068 -12.745 0.103
H -3.521 2.387 -13.120 0.108
C 3.103 10.225 -23.242 -0.053
C 3.549 8.728 -23.005 -0.114
N 4.381 8.093 -24.141 -0.018
C 4.165 8.153 -25.554 -0.007
C 5.021 7.286 -26.193 -0.018
N 5.669 6.516 -25.224 -0.083
C 5.253 7.027 -23.999 0.039
C 6.453 5.288 -25.452 0.025
H 3.134 10.685 -22.255 0.079
H 2.138 10.303 -23.744 0.077
H 4.023 10.654 -23.639 0.078
H 2.691 8.067 -22.882 0.122
H 4.168 8.666 -22.111 0.126
H 3.251 8.633 -25.871 0.129
H 5.080 7.021 -27.239 0.132
H 5.462 6.584 -23.036 0.171
H 6.189 4.929 -26.447 0.097
H 6.177 4.476 -24.779 0.114
H 7.509 5.557 -25.440 0.104
C 9.954 11.002 -12.669 -0.036
C 10.156 9.815 -11.635 -0.142
N 8.955 9.189 -11.022 -0.060
C 8.883 8.748 -9.728 -0.024
C 7.764 7.980 -9.559 0.026
N 7.141 8.019 -10.823 -0.080
C 7.873 8.803 -11.699 0.041
C 5.905 7.278 -11.161 0.030
H 9.266 11.807 -12.410 0.086
H 9.603 10.457 -13.546 0.070
H 10.993 11.275 -12.850 0.079
H 10.898 10.047 -10.871 0.116
H 10.660 9.001 -12.155 0.126
H 9.639 9.061 -9.023 0.134
H 7.380 7.387 -8.742 0.138
H 7.647 8.977 -12.741 0.176
H 5.551 7.788 -12.057 0.109
H 5.247 7.143 -10.303 0.101
H 6.155 6.236 -11.365 0.107
C 2.959 -6.227 -14.376 -0.044
C 3.137 -5.200 -15.535 -0.137
N 2.979 -5.891 -16.845 -0.024
C 3.723 -7.031 -17.335 -0.011
C 3.302 -7.385 -18.549 -0.039
N 2.206 -6.605 -18.853 -0.085
C 1.997 -5.736 -17.768 0.060
C 1.346 -6.747 -20.028 0.018
H 3.857 -6.836 -14.273 0.074
H 2.064 -6.792 -14.639 0.082
H 2.736 -5.723 -13.436 0.087
H 4.066 -4.632 -15.536 0.129
H 2.406 -4.392 -15.569 0.128
H 4.634 -7.372 -16.866 0.131
H 3.680 -8.176 -19.181 0.139
H 1.146 -5.080 -17.658 0.175
H 1.410 -5.774 -20.514 0.109
H 0.342 -7.052 -19.732 0.110
H 1.777 -7.463 -20.728 0.098
C -8.590 9.630 -21.653 -0.043
C -7.571 8.933 -20.629 -0.124
N -7.825 7.519 -20.587 -0.073
C -7.225 6.588 -21.362 -0.045
C -7.670 5.339 -21.066 0.010
N -8.809 5.470 -20.233 -0.062
C -8.728 6.847 -19.843 0.069
C -9.590 4.368 -19.744 0.002
H -8.442 10.706 -21.739 0.078
H -9.654 9.552 -21.427 0.073
H -8.399 9.161 -22.619 0.072
H -7.610 9.370 -19.631 0.137
H -6.649 9.079 -21.193 0.124
H -6.442 6.772 -22.082 0.143
H -7.368 4.358 -21.402 0.141
H -9.347 7.266 -19.065 0.169
H -8.928 3.518 -19.576 0.110
H -10.264 4.038 -20.534 0.106
H -10.184 4.660 -18.878 0.113
Cl 5.898 6.052 -17.347 -0.998
C 3.230 13.821 -14.656 -0.622
F 4.213 14.730 -14.698 0.098
F 2.323 14.273 -15.577 0.087
F 3.754 12.621 -15.002 0.087
S 2.564 13.671 -12.876 0.509
O 2.160 15.076 -12.632 -0.377
O 1.372 12.726 -12.964 -0.417
O 3.646 13.149 -12.060 -0.365
C -10.878 7.601 -11.394 -0.640
F -11.995 7.736 -12.069 0.131
F -10.843 8.582 -10.491 0.108
F -10.798 6.389 -10.746 0.086
S -9.399 7.833 -12.621 0.438
O -9.847 8.761 -13.602 -0.355
O -8.256 8.326 -11.906 -0.354
O -9.230 6.445 -13.177 -0.414
C 0.645 2.017 -21.342 -0.601
F 0.349 2.126 -22.634 0.101
F 0.963 3.301 -20.890 0.058
F -0.410 1.512 -20.676 0.092
S 2.036 0.661 -21.140 0.532
O 3.264 1.266 -21.753 -0.404
O 2.208 0.465 -19.639 -0.408
O 1.557 -0.575 -21.762 -0.370
C 0.739 -0.294 -9.030 -0.756
F 0.498 -1.286 -9.833 0.156
F 0.541 0.916 -9.546 0.114
F 0.026 -0.359 -7.961 0.153
S 2.576 -0.377 -8.465 0.488
O 2.743 -1.270 -7.341 -0.355
O 3.311 -0.764 -9.696 -0.395
O 2.830 1.042 -8.090 -0.405
C -5.597 -5.985 -15.353 -0.677
F -4.752 -7.006 -15.082 0.093
F -6.632 -6.441 -16.040 0.128
F -5.946 -5.497 -14.199 0.130
S -4.681 -4.474 -16.278 0.520
O -4.217 -5.092 -17.583 -0.425
O -5.672 -3.393 -16.420 -0.381
O -3.547 -4.111 -15.413 -0.387
C -9.002 2.599 -5.869 -0.689
F -8.863 2.150 -7.126 0.115
F -7.879 2.347 -5.198 0.115
F -9.279 3.904 -5.868 0.126
S -10.367 1.723 -4.995 0.514
O -11.344 1.387 -6.010 -0.380
O -9.917 0.354 -4.553 -0.428
O -10.786 2.685 -3.911 -0.372
```

- Highest occupied orbital energy: -5.6 eV
- Molar mass: 1671.0 g mol⁻¹

# 3
One molecule with the formula C3H4O2S in a non-equilibrium geometry, computed with ωB97M-V/def2-TZVPD.

```
10
Properties=species:S:1:pos:R:3:lowdin_charge:R:1
C -0.189 0.302 0.401 -0.263
C 0.773 1.340 0.620 -0.293
C 0.200 -0.844 -0.538 -0.361
O 1.716 1.569 -0.135 0.018
O -2.416 -1.363 -0.846 -0.532
S -1.390 -0.377 -1.238 1.001
H -0.808 0.041 1.162 0.057
H 0.695 1.871 1.647 0.143
H 1.084 -0.757 -1.202 0.096
H 0.333 -1.781 0.129 0.135
```

- Highest occupied orbital energy (alpha / beta): -9.5 / -9.5 eV
- Molar mass: 104.1 g mol⁻¹
- Relative energy (zero: lowest compared OMol25 entry of this formula, charge and spin): 69.9 kcal/mol

# 4
A 2-piece molecular cluster, C5H16NO2 overall in a non-equilibrium geometry, computed with ωB97M-V/def2-TZVPD.

```
24
Properties=species:S:1:pos:R:3:lowdin_charge:R:1
C 0.542 0.252 -1.806 -0.149
O -0.763 0.694 -2.171 -0.074
C 0.564 0.071 -0.259 -0.237
C 0.750 -1.376 0.128 -0.392
C -0.277 -2.405 -0.347 -0.040
C 1.051 -1.492 1.630 -0.071
N -0.692 0.685 0.300 0.231
H 0.683 -0.739 -2.242 0.126
H 1.282 0.945 -2.203 0.132
H -0.957 0.573 -3.104 0.120
H 1.411 0.645 0.097 0.154
H 1.739 -1.651 -0.256 0.149
H -1.105 -1.926 -0.885 0.082
H -0.657 -2.993 0.488 0.087
H 0.113 -3.105 -1.089 0.091
H 1.851 -0.822 1.985 0.091
H 0.274 -1.153 2.320 0.077
H 1.299 -2.494 1.960 0.089
H -1.176 1.180 -0.459 0.146
H -1.256 -0.065 0.680 0.162
H -0.492 1.416 1.012 0.108
H -0.204 3.510 2.515 0.073
H -1.606 2.990 2.360 0.077
O -0.703 2.833 2.052 -0.033
```

- Charge: +1
- Highest occupied orbital energy: -14.7 eV
- Molar mass: 122.2 g mol⁻¹
- Relative energy (zero: lowest compared OMol25 entry of this formula, charge and spin): 11.1 kcal/mol

# 5
A 2-piece molecular cluster, C3H3BrClNS overall in a non-equilibrium geometry, computed with ωB97M-V/def2-TZVPD.

```
10
Properties=species:S:1:pos:R:3:mulliken_spin:R:1
C 0.894 -2.249 0.298 0.009
C 1.064 -2.044 1.492 -0.003
C -0.108 1.755 -0.873 0.800
N -1.220 1.260 -0.439 0.282
S -1.436 0.463 0.929 0.877
Cl 0.989 -2.358 3.117 0.000
Br 1.203 -2.317 -1.495 0.004
H -0.137 2.173 -1.840 0.022
H 0.796 1.850 -0.297 0.034
H -2.045 1.467 -0.893 -0.025
```

- Highest occupied orbital energy (alpha / beta): -6.3 / -9.0 eV
- 2S+1: 3
- Molar mass: 200.5 g mol⁻¹
- Relative energy (zero: lowest compared OMol25 entry of this formula, charge and spin): 13.6 kcal/mol